# 1
{
  "formula": "C3H10NS2",
  "method": "ωB97M-V/def2-TZVPD",
  "relative_energy_kj_mol": 124.58,
  "charge": 1,
  "species": ["C", "C", "N", "H", "H", "H", "H", "H", "H", "C", "S", "S", "H", "H", "H", "H"],
  "xyz": [[0.756, -1.740, -0.663], [-1.517, -1.045, -1.209], [-0.490, -1.049, -0.450], [0.876, -2.406, 0.214], [1.616, -1.025, -0.765], [0.662, -2.378, -1.580], [-1.503, -1.605, -2.147], [-2.369, -0.471, -0.930], [-0.556, -0.460, 0.401], [0.292, 1.976, 0.075], [1.331, 1.062, 1.234], [0.105, 0.805, 2.870], [-0.753, 1.603, 0.074], [0.712, 1.759, -0.916], [0.328, 3.036, 0.310], [0.511, 1.937, 3.484]]
}

---

# 2
{
  "formula": "C40H45Br2F9N2O10S4",
  "method": "ωB97M-V/def2-TZVPD",
  "smiles": "[H]/N=C\\Cc1cc2c(c(CCCCN(CCCC)C(=S)SCCC)c1S)C(=O)c1c(Br)c(Br)c(COC(C)=O)c(S(=O)(=O)C(F)(F)F)c1C2=O.CCOC(=O)C(F)(F)F.CCOC(=O)C(F)(F)F",
  "charge": 0,
  "species": ["C", "C", "C", "C", "N", "C", "C", "C", "C", "C", "C", "S", "C", "C", "C", "N", "C", "C", "C", "C", "O", "C", "C", "Br", "C", "Br", "C", "C", "O", "C", "C", "O", "C", "S", "O", "O", "C", "F", "F", "F", "C", "C", "O", "C", "S", "S", "C", "C", "C", "H", "H", "H", "H", "H", "H", "H", "H", "H", "H", "H", "H", "H", "H", "H", "H", "H", "H", "H", "H", "H", "H", "H", "H", "H", "H", "H", "H", "H", "H", "H", "H", "H", "H", "H", "C", "C", "O", "C", "O", "C", "F", "F", "F", "H", "H", "H", "H", "H", "C", "C", "O", "C", "O", "C", "F", "F", "F", "H", "H", "H", "H", "H"],
  "xyz": [[-2.984, -7.365, 1.023], [-2.279, -6.408, -0.108], [-3.284, -5.904, -1.308], [-2.554, -4.636, -2.049], [-3.421, -3.408, -2.221], [-2.426, -2.295, -2.608], [-3.108, -0.805, -2.651], [-2.002, 0.185, -3.418], [-1.155, 1.131, -2.350], [0.432, 1.265, -2.861], [1.561, 0.097, -2.476], [1.158, -1.440, -1.448], [3.140, 0.244, -2.983], [4.265, -0.924, -2.642], [4.081, -2.222, -3.633], [4.450, -3.466, -3.105], [3.688, 1.546, -3.878], [2.570, 2.696, -4.236], [0.974, 2.574, -3.750], [-0.070, 3.823, -4.142], [-1.335, 3.625, -4.526], [0.654, 5.329, -4.041], [-0.221, 6.577, -3.441], [-2.134, 6.405, -2.798], [0.580, 8.043, -3.348], [-0.522, 9.557, -2.587], [2.175, 8.203, -3.824], [2.885, 9.702, -3.715], [3.314, 10.086, -5.101], [3.802, 11.485, -5.115], [4.185, 12.377, -3.785], [4.007, 12.102, -6.312], [3.067, 6.912, -4.406], [4.869, 7.084, -4.885], [5.649, 5.733, -4.983], [4.934, 7.700, -6.336], [5.889, 8.114, -3.638], [7.282, 7.526, -3.639], [6.052, 9.527, -4.047], [5.404, 7.936, -2.229], [2.249, 5.459, -4.533], [2.899, 4.074, -5.126], [3.588, 3.927, -6.258], [-4.056, -2.948, -0.927], [-5.784, -2.881, -0.914], [-3.163, -2.468, 0.648], [-3.721, -3.669, 1.983], [-3.410, -2.923, 3.441], [-1.780, -2.699, 3.565], [-2.260, -7.352, 1.972], [-3.010, -8.476, 0.650], [-4.016, -6.948, 1.389], [-1.741, -5.492, 0.432], [-1.398, -7.022, -0.614], [-4.391, -5.718, -0.977], [-3.325, -6.790, -2.103], [-2.264, -4.993, -3.150], [-1.532, -4.443, -1.496], [-1.590, -2.272, -1.778], [-2.009, -2.628, -3.674], [-3.342, -0.334, -1.604], [-4.057, -0.803, -3.376], [-2.555, 0.821, -4.236], [-1.199, -0.521, -3.943], [-1.188, 0.643, -1.261], [-1.675, 2.191, -2.230], [0.359, -0.959, -0.370], [5.327, -0.423, -2.814], [4.171, -1.175, -1.502], [3.703, -2.067, -4.736], [4.759, -3.269, -2.107], [4.789, 1.650, -4.264], [2.111, 10.553, -3.404], [3.752, 9.758, -2.933], [5.093, 11.941, -3.160], [3.261, 12.437, -3.033], [4.433, 13.509, -4.050], [-3.038, -4.620, 1.958], [-4.830, -4.029, 1.878], [-4.010, -1.903, 3.396], [-3.834, -3.667, 4.266], [-1.512, -2.318, 4.658], [-1.272, -3.729, 3.304], [-1.345, -1.900, 2.825], [2.503, 0.156, 8.222], [1.007, 0.292, 8.003], [0.739, 0.981, 6.773], [0.786, 0.220, 5.633], [1.044, -0.980, 5.622], [0.433, 1.063, 4.409], [1.058, 2.276, 4.405], [-0.903, 1.325, 4.334], [0.769, 0.463, 3.232], [2.990, 1.136, 8.173], [2.712, -0.295, 9.196], [2.961, -0.465, 7.447], [0.574, 0.897, 8.807], [0.505, -0.681, 8.025], [-4.464, -9.507, 6.958], [-3.598, -9.278, 5.732], [-3.574, -7.885, 5.385], [-2.693, -7.105, 6.090], [-1.957, -7.531, 6.975], [-2.733, -5.662, 5.588], [-4.004, -5.202, 5.404], [-2.100, -5.519, 4.389], [-2.135, -4.784, 6.441], [-5.466, -9.093, 6.804], [-4.551, -10.575, 7.175], [-4.045, -9.006, 7.836], [-4.028, -9.810, 4.877], [-2.583, -9.665, 5.875]]
}

---

# 3
{
  "formula": "C52H143N13O13",
  "method": "ωB97M-V/def2-TZVPD",
  "relative_energy_kj_mol": 345.11,
  "charge": 0,
  "species": ["C", "C", "C", "O", "C", "N", "H", "H", "H", "H", "H", "H", "H", "H", "H", "H", "H", "C", "C", "C", "O", "C", "N", "H", "H", "H", "H", "H", "H", "H", "H", "H", "H", "H", "C", "C", "C", "O", "C", "N", "H", "H", "H", "H", "H", "H", "H", "H", "H", "H", "H", "C", "C", "C", "O", "C", "N", "H", "H", "H", "H", "H", "H", "H", "H", "H", "H", "H", "C", "C", "C", "O", "C", "N", "H", "H", "H", "H", "H", "H", "H", "H", "H", "H", "H", "C", "C", "C", "O", "C", "N", "H", "H", "H", "H", "H", "H", "H", "H", "H", "H", "H", "C", "C", "C", "O", "C", "N", "H", "H", "H", "H", "H", "H", "H", "H", "H", "H", "H", "C", "C", "C", "O", "C", "N", "H", "H", "H", "H", "H", "H", "H", "H", "H", "H", "H", "C", "C", "C", "O", "C", "N", "H", "H", "H", "H", "H", "H", "H", "H", "H", "H", "H", "C", "C", "C", "O", "C", "N", "H", "H", "H", "H", "H", "H", "H", "H", "H", "H", "H", "C", "C", "C", "O", "C", "N", "H", "H", "H", "H", "H", "H", "H", "H", "H", "H", "H", "C", "C", "C", "O", "C", "N", "H", "H", "H", "H", "H", "H", "H", "H", "H", "H", "H", "C", "C", "C", "O", "C", "N", "H", "H", "H", "H", "H", "H", "H", "H", "H", "H", "H"],
  "xyz": [[19.663, 9.851, 22.586], [18.571, 8.842, 22.359], [18.136, 8.888, 20.877], [17.593, 10.149, 20.508], [16.272, 10.414, 21.019], [19.054, 7.633, 22.832], [20.627, 9.707, 22.094], [19.925, 9.757, 23.649], [19.392, 10.876, 22.345], [17.693, 9.261, 22.940], [17.401, 8.155, 20.632], [19.007, 8.757, 20.187], [15.779, 11.051, 20.249], [16.291, 10.939, 21.939], [15.707, 9.498, 21.207], [20.034, 7.437, 22.606], [18.521, 6.759, 22.879], [9.394, 14.910, 21.010], [10.638, 15.199, 21.932], [11.421, 16.392, 21.407], [12.500, 16.652, 22.322], [13.171, 17.880, 22.071], [10.192, 15.654, 23.261], [8.779, 14.195, 21.493], [9.665, 14.650, 19.979], [8.819, 15.828, 20.912], [11.237, 14.279, 21.906], [10.699, 17.208, 21.588], [11.620, 16.369, 20.305], [14.036, 17.889, 22.718], [12.522, 18.742, 22.376], [13.588, 18.050, 21.063], [11.002, 15.988, 23.766], [9.681, 14.971, 23.728], [18.087, 18.013, 16.045], [19.062, 17.398, 14.990], [20.494, 17.327, 15.547], [21.229, 16.362, 14.838], [22.550, 16.241, 15.253], [18.489, 16.165, 14.593], [18.070, 17.317, 16.861], [17.090, 18.217, 15.578], [18.618, 18.899, 16.370], [19.189, 18.112, 14.103], [20.435, 17.032, 16.590], [21.037, 18.250, 15.489], [23.082, 15.866, 14.385], [22.606, 15.655, 16.209], [22.902, 17.210, 15.568], [19.103, 15.569, 14.105], [18.242, 15.740, 15.426], [21.858, 16.483, 19.840], [20.357, 16.531, 19.590], [19.881, 15.121, 19.127], [20.791, 14.664, 18.070], [20.337, 13.552, 17.374], [19.845, 16.935, 20.902], [22.065, 15.690, 20.621], [22.274, 17.456, 20.117], [22.406, 16.202, 18.954], [20.132, 17.277, 18.848], [18.876, 15.108, 18.680], [19.836, 14.450, 19.989], [19.496, 13.964, 16.814], [20.123, 12.672, 17.952], [21.087, 13.350, 16.604], [20.205, 16.298, 21.605], [18.842, 16.902, 20.897], [14.770, 15.564, 17.732], [16.064, 14.912, 18.296], [15.834, 14.099, 19.567], [15.018, 14.801, 20.488], [14.529, 13.972, 21.520], [16.671, 14.174, 17.252], [15.021, 16.068, 16.824], [14.262, 16.152, 18.467], [14.064, 14.765, 17.405], [16.656, 15.848, 18.474], [16.831, 13.751, 20.002], [15.366, 13.160, 19.310], [13.981, 14.566, 22.185], [15.323, 13.411, 21.993], [13.847, 13.204, 21.162], [16.031, 13.434, 16.907], [17.407, 13.570, 17.535], [13.188, 9.546, 18.343], [12.769, 10.746, 19.228], [11.549, 11.487, 18.712], [11.831, 11.982, 17.430], [10.694, 12.379, 16.718], [12.437, 10.291, 20.614], [14.113, 9.066, 18.711], [13.278, 9.849, 17.259], [12.336, 8.856, 18.472], [13.648, 11.441, 19.251], [11.255, 12.220, 19.432], [10.680, 10.829, 18.596], [11.177, 12.641, 15.778], [9.944, 13.116, 17.121], [10.038, 11.528, 16.584], [12.912, 10.911, 21.273], [12.845, 9.345, 20.826], [16.202, 12.552, 14.183], [14.779, 12.575, 14.749], [13.755, 11.994, 13.802], [13.531, 12.974, 12.783], [12.611, 12.584, 11.758], [14.835, 11.855, 16.036], [16.957, 13.155, 14.714], [16.252, 12.728, 13.153], [16.550, 11.543, 14.311], [14.467, 13.573, 14.913], [12.803, 11.851, 14.347], [14.050, 11.019, 13.445], [13.136, 11.894, 11.114], [12.239, 13.473, 11.223], [11.612, 12.113, 12.072], [15.112, 10.910, 15.840], [13.966, 11.842, 16.446], [12.917, 16.409, 13.531], [14.284, 16.900, 13.064], [14.345, 18.345, 12.664], [13.754, 18.558, 11.397], [14.660, 18.729, 10.347], [15.214, 16.754, 14.226], [12.554, 17.032, 14.354], [12.935, 15.348, 13.925], [12.204, 16.455, 12.731], [14.629, 16.302, 12.198], [15.371, 18.724, 12.804], [13.762, 18.936, 13.385], [14.086, 18.861, 9.444], [15.280, 17.864, 10.234], [15.231, 19.697, 10.481], [16.151, 16.692, 13.903], [15.086, 15.815, 14.609], [17.997, 17.346, 24.276], [16.524, 17.752, 24.393], [16.007, 17.912, 25.811], [15.688, 16.646, 26.344], [14.368, 16.284, 25.920], [16.363, 19.012, 23.653], [18.285, 17.263, 23.191], [18.237, 16.350, 24.728], [18.573, 18.155, 24.764], [16.025, 16.883, 23.892], [15.073, 18.500, 25.743], [16.726, 18.440, 26.463], [14.313, 15.224, 26.046], [14.190, 16.504, 24.856], [13.560, 16.624, 26.652], [15.807, 19.712, 24.052], [17.229, 19.478, 23.379], [21.877, 15.187, 23.824], [21.169, 14.025, 24.437], [19.992, 13.629, 23.518], [19.162, 14.708, 23.159], [17.871, 14.387, 22.654], [21.986, 12.872, 24.614], [22.700, 15.465, 24.450], [21.194, 16.030, 23.689], [22.126, 14.881, 22.833], [20.745, 14.186, 25.419], [19.399, 12.961, 24.090], [20.446, 13.108, 22.639], [17.547, 15.223, 22.093], [17.093, 13.971, 23.307], [18.149, 13.677, 21.877], [22.704, 12.756, 23.887], [22.532, 12.855, 25.473], [16.259, 19.320, 18.765], [17.266, 18.723, 19.807], [17.875, 19.724, 20.763], [18.530, 20.763, 20.026], [19.724, 20.289, 19.422], [16.675, 17.670, 20.706], [16.719, 20.126, 18.222], [15.343, 19.563, 19.293], [16.053, 18.542, 18.036], [18.057, 18.207, 19.288], [18.644, 19.347, 21.460], [17.099, 20.195, 21.323], [20.451, 21.130, 19.488], [19.490, 19.995, 18.390], [20.064, 19.467, 20.002], [16.054, 17.109, 20.147], [16.098, 18.147, 21.355], [15.408, 11.843, 24.984], [14.193, 10.859, 25.015], [13.376, 11.050, 23.712], [13.119, 12.412, 23.430], [12.379, 13.030, 24.428], [14.792, 9.509, 24.949], [16.265, 11.688, 25.641], [15.138, 12.800, 25.299], [15.880, 11.898, 23.997], [13.559, 11.068, 25.891], [12.471, 10.511, 23.809], [13.981, 10.749, 22.871], [12.207, 14.046, 24.140], [12.839, 13.028, 25.432], [11.428, 12.533, 24.499], [15.426, 9.366, 25.696], [14.190, 8.686, 25.045], [18.498, 10.606, 16.848], [18.428, 9.078, 16.745], [17.698, 8.684, 15.481], [16.362, 9.080, 15.677], [15.489, 8.197, 15.071], [19.767, 8.407, 16.747], [19.262, 11.026, 16.164], [18.686, 10.840, 17.847], [17.544, 11.140, 16.590], [17.784, 8.680, 17.573], [17.741, 7.551, 15.429], [18.016, 9.060, 14.542], [15.883, 7.773, 14.143], [14.499, 8.642, 14.902], [15.188, 7.274, 15.647], [20.418, 9.000, 17.283], [19.655, 7.526, 17.223]]
}

---

Number 1: HOMO-LUMO gap 7.937 eV, highest occupied orbital energy -13.0 eV. Number 2: HOMO-LUMO gap 6.078 eV, highest occupied orbital energy -8.4 eV. Number 3: HOMO-LUMO gap 9.324 eV, highest occupied orbital energy -8.8 eV.